Here is an isolated molecule of C23H35N5O5 from the OMol25 dataset. Energies are from ωB97M-V/def2-TZVPD.

Last column: Mulliken charge in e.
Geometry (Å):
C: -4.546 -4.444 1.192  -1.203
C: -4.737 -2.935 1.113  -0.550
C: -3.760 -2.263 0.148  -0.010
C: -2.305 -2.397 0.606  -1.950
N: -1.404 -1.597 -0.208  0.539
C: -1.147 -0.286 0.083  -0.265
N: -1.834 0.297 1.104  -0.105
C: -0.173 0.413 -0.596  -0.290
N: 0.097 1.773 -0.295  0.459
C: -0.233 2.741 -1.334  -1.325
C: -1.739 2.980 -1.439  -0.756
C: -2.345 3.714 -0.236  1.448
C: -3.870 3.661 -0.315  -1.703
C: -1.865 5.160 -0.161  -1.743
C: 0.730 2.203 0.823  1.330
O: 0.860 3.380 1.085  -0.629
C: 1.217 1.131 1.807  -1.759
N: 2.256 0.254 1.310  0.463
C: 2.089 -1.101 1.148  0.010
O: 1.041 -1.680 1.310  -0.637
C: 3.419 -1.681 0.712  0.234
C: 3.378 -1.890 -0.811  -0.206
C: 4.780 -2.002 -1.394  -1.084
C: 5.517 -0.691 -1.147  -0.629
C: 5.721 -0.490 0.349  -1.121
C: 4.419 -0.603 1.141  0.234
C: 3.583 0.662 1.188  0.184
O: 3.953 1.800 1.219  -0.634
C: 0.544 -0.197 -1.676  0.124
O: 1.416 0.318 -2.352  -0.729
N: 0.152 -1.510 -1.929  0.169
C: -0.743 -2.266 -1.227  0.417
O: -0.964 -3.423 -1.493  -0.694
H: -5.330 -4.889 1.800  0.401
H: -4.590 -4.884 0.199  0.308
H: -3.588 -4.696 1.638  0.290
H: -5.753 -2.722 0.776  0.377
H: -4.622 -2.501 2.110  0.280
H: -4.028 -1.207 0.046  0.218
H: -3.853 -2.719 -0.840  0.357
H: -2.178 -2.122 1.655  0.320
H: -1.980 -3.431 0.480  0.690
H: -2.698 -0.114 1.410  0.292
H: -1.774 1.303 1.149  0.036
H: 0.152 2.361 -2.282  0.420
H: 0.289 3.665 -1.087  0.793
H: -1.927 3.567 -2.340  0.608
H: -2.237 2.014 -1.568  0.231
H: -2.026 3.215 0.687  -0.295
H: -4.316 4.143 0.552  0.414
H: -4.217 4.176 -1.208  0.355
H: -4.227 2.633 -0.356  0.347
H: -2.049 5.675 -1.102  0.370
H: -0.803 5.198 0.063  0.355
H: -2.392 5.689 0.630  0.439
H: 1.619 1.682 2.663  0.449
H: 0.390 0.492 2.130  0.581
H: 3.600 -2.640 1.202  0.505
H: 2.786 -2.782 -1.025  0.448
H: 2.896 -1.033 -1.282  -0.193
H: 4.707 -2.196 -2.465  0.410
H: 5.322 -2.830 -0.933  0.443
H: 6.489 -0.698 -1.644  0.372
H: 4.933 0.134 -1.558  0.328
H: 6.149 0.495 0.544  0.361
H: 6.421 -1.244 0.715  0.435
H: 4.686 -0.775 2.194  0.311
H: 0.641 -1.987 -2.678  0.353

For the LUMO energy, the calculation gives 0.0177 Eh. The value obtained for the energy above the lowest of the compared OMol25 structures with the same formula, charge and spin is 4.5 kcal/mol. As for the gap between HOMO and LUMO: 9.05 eV. As for the multiplicity: 1.